# 1
10
Properties=species:S:1:pos:R:3 method="wB97M-V/def2-TZVPD" molar_mass_g_mol=93.08 de_lowest_kj_mol=155.6 gap_ev=10.0 energy_ev=-8768.3935 smiles="N#CC=C=CC=O" e_homo_ev=-10.473
N 3.2742 0.9806 -0.7171
C 2.3314 0.7629 -0.1022
C 1.1917 0.5876 0.7250
C 0.2573 -0.2150 0.3118
C -0.7483 -0.9351 -0.0792
C -1.9714 -0.2302 -0.5064
O -2.0690 0.9725 -0.5140
H 1.2332 0.9828 1.7321
H -0.6994 -2.0089 -0.0614
H -2.7996 -0.8972 -0.7886

---

# 2
83
Properties=species:S:1:pos:R:3 method="wB97M-V/def2-TZVPD" molar_mass_g_mol=522.69 de_lowest_kj_mol=29.3 gap_ev=9.4 energy_ev=-46889.1496 smiles="CCCCc1cn([C@@H](CCCCNC(=O)OC(C)(C)C)C(=O)N2CCN(C(=O)OC(C)(C)C)CC2)nn1" e_homo_ev=-8.767
C 5.7339 1.5465 7.9481
C 4.3267 1.6703 7.3773
C 4.2703 1.2362 5.9158
C 2.8585 1.3719 5.3352
C 2.8362 0.9726 3.9033
C 2.5228 -0.2422 3.3265
N 2.7131 -0.0456 2.0027
C 2.4694 -0.9601 0.9165
C 3.2221 -2.2798 1.1113
C 3.5694 -2.9827 -0.2021
C 2.3522 -3.4244 -1.0267
C 1.9920 -2.4280 -2.1301
N 0.8509 -2.8684 -2.8958
C -0.2298 -2.0948 -3.1351
O -0.3565 -0.9591 -2.7353
O -1.1145 -2.7823 -3.8774
C -2.3379 -2.1616 -4.3407
C -3.2146 -1.7452 -3.1592
C -3.0251 -3.2645 -5.1473
C -2.0184 -0.9636 -5.2351
C 0.9425 -1.1987 0.8768
O 0.4689 -2.2157 1.3569
N 0.1844 -0.2226 0.3599
C 0.6139 1.0138 -0.2640
C -0.1624 2.1928 0.3389
N -1.5851 1.9668 0.2297
C -2.2653 2.5514 -0.7967
O -1.8196 3.4759 -1.4361
O -3.4818 2.0012 -0.9503
C -4.3986 2.5226 -1.9409
C -5.6341 1.6312 -1.7994
C -4.7486 3.9771 -1.6294
C -3.8018 2.3888 -3.3418
C -2.0031 0.7402 0.8684
C -1.2483 -0.4376 0.2530
N 3.1098 1.2030 1.7846
N 3.1888 1.8130 2.9069
H 6.0790 0.5161 7.8943
H 5.7545 1.8614 8.9889
H 6.4277 2.1687 7.3870
H 3.6406 1.0549 7.9645
H 3.9928 2.7072 7.4572
H 4.9522 1.8501 5.3241
H 4.5967 0.1963 5.8312
H 2.5380 2.4121 5.4141
H 2.1645 0.7441 5.8986
H 2.1840 -1.1723 3.7291
H 2.8259 -0.4629 0.0117
H 2.6057 -2.9428 1.7221
H 4.1498 -2.0740 1.6506
H 4.2038 -2.3310 -0.8077
H 4.1606 -3.8638 0.0540
H 2.5688 -4.3843 -1.5014
H 1.4947 -3.5661 -0.3690
H 2.8531 -2.2959 -2.7989
H 1.7201 -1.4557 -1.7186
H 0.8514 -3.8008 -3.2768
H -3.3277 -2.5758 -2.4657
H -4.1966 -1.4527 -3.5219
H -2.7675 -0.9071 -2.6321
H -2.3757 -3.5937 -5.9540
H -3.2389 -4.1159 -4.5068
H -3.9545 -2.8937 -5.5689
H -2.9393 -0.5474 -5.6342
H -1.5001 -0.1959 -4.6666
H -1.3840 -1.2738 -6.0626
H 1.6751 1.1974 -0.1111
H 0.3941 0.9466 -1.3362
H 0.0821 3.1099 -0.1972
H 0.0981 2.3092 1.3954
H -6.3915 1.9294 -2.5180
H -6.0435 1.7173 -0.7963
H -5.3652 0.5926 -1.9742
H -3.8640 4.6010 -1.7198
H -5.5043 4.3294 -2.3259
H -5.1350 4.0596 -0.6156
H -4.5359 2.6928 -4.0828
H -3.5153 1.3565 -3.5288
H -2.9222 3.0194 -3.4344
H -3.0763 0.6094 0.7439
H -1.7681 0.8168 1.9357
H -1.4898 -1.3707 0.7630
H -1.4981 -0.5202 -0.8086

---

# 3
13
Properties=species:S:1:pos:R:3 method="wB97M-V/def2-TZVPD" molar_mass_g_mol=94.12 de_lowest_kj_mol=391.6 gap_ev=10.0 energy_ev=-8258.2994 smiles="N=C=C1CC1.C#N" e_homo_ev=-9.099
N -1.2150 1.9277 0.3106
C -0.6896 1.0222 -0.3386
C 0.0114 0.0526 -0.7141
C 1.2002 -0.5598 -1.3389
C 0.0039 -1.4004 -0.8994
H -1.9098 2.5770 0.0088
H 2.0184 -0.5307 -0.6526
H 1.4710 -0.3095 -2.4817
H -0.7414 -1.8485 -1.5365
H -0.0240 -2.0351 -0.0719
C -0.0058 0.3370 2.5369
N 0.1309 -0.6197 3.1186
H -0.2504 1.3873 2.0588

---

# 4
53
Properties=species:S:1:pos:R:3 method="wB97M-V/def2-TZVPD" molar_mass_g_mol=423.90 de_lowest_kj_mol=187.2 gap_ev=6.0 charge=-1 energy_ev=-81094.1774 e_homo_ev=-3.614
Cu -1.9538 -9.5983 19.3810
C -6.4464 -10.3051 18.3151
C -5.1812 -10.3440 19.1971
O -4.1132 -9.6387 18.6726
H -5.9556 -10.5409 17.3709
H -6.7806 -9.2690 18.2593
H -7.1971 -11.0597 18.5501
H -4.9381 -11.3831 19.4190
H -5.5371 -9.9218 20.1369
C 0.2282 -5.6545 18.4779
C -0.4612 -6.7868 17.7503
O -1.5021 -7.4125 18.4171
H 0.6154 -6.1349 19.3765
H -0.5370 -4.9324 18.7627
H 1.1162 -5.1859 18.0537
H 0.3609 -7.4694 17.5352
H -0.8592 -6.3591 16.8301
C 0.6152 -12.8090 16.2740
O 1.2961 -12.8816 17.5304
C 0.6291 -12.4498 18.6692
O -0.4328 -11.7882 18.6025
O 1.2930 -12.9284 19.7312
C 0.9185 -12.6336 21.0103
H 0.8488 -11.8588 15.7937
H -0.4581 -12.8730 16.4528
H 0.8548 -13.7006 15.6946
H -0.1650 -12.5210 21.0495
H 1.2496 -11.6694 21.3960
H 1.0863 -13.4492 21.7136
C -1.0673 -7.2305 21.6078
O -1.1534 -8.0047 22.7856
C -1.0832 -9.3509 22.6667
O -0.8984 -9.9263 21.6064
O -1.3363 -9.9636 23.8274
C -1.2417 -11.3496 23.9506
H -1.2816 -6.1648 21.6883
H -1.6366 -7.7450 20.8337
H -0.0226 -7.3409 21.3169
H -2.2116 -11.8311 23.8256
H -0.9006 -11.5838 24.9590
H -0.5118 -11.8417 23.3078
C -1.2271 -9.5559 15.5447
O -0.0713 -9.7942 14.8733
C 0.0693 -9.7176 13.5280
O -0.7360 -9.3408 12.7016
O 1.3164 -10.1476 13.2521
C 1.7643 -10.2939 11.9212
H -1.1016 -9.8213 16.5944
H -1.9866 -10.2516 15.1881
H -1.4385 -8.5057 15.3434
H 1.1896 -11.0510 11.3877
H 2.8375 -10.4796 11.8779
H 1.7050 -9.3137 11.4482

---

# 5
12
Properties=species:S:1:pos:R:3 method="wB97M-V/def2-TZVPD" molar_mass_g_mol=86.09 de_lowest_kj_mol=355.7 gap_ev=9.0 energy_ev=-8336.7745 e_homo_ev=-8.051
C 1.4961 0.0762 0.3456
C 0.3742 -0.0019 -0.6088
C -1.5531 0.5645 0.0517
C -1.3640 -0.6966 0.0856
H 0.9512 -0.3155 1.1918
H 1.8689 1.1024 0.5702
H 2.5177 -0.4075 -0.1865
H 0.8029 -0.0986 -1.5550
H -2.3328 1.2197 0.3904
H -1.9943 -1.5062 0.6811
O -0.4800 1.1810 -0.4665
O -0.2869 -1.1176 -0.4997

---

# 6
11
Properties=species:S:1:pos:R:3 method="wB97M-V/def2-TZVPD" molar_mass_g_mol=70.09 de_lowest_kj_mol=247.4 gap_ev=10.2 energy_ev=-6289.3543 smiles="CC1=C[C@H]1O" e_homo_ev=-9.295
C 0.2026 -0.6392 1.4275
C 0.3960 0.1725 0.2694
C 0.6252 1.2178 -0.4420
C -0.5132 0.3881 -0.8613
O -0.4797 -0.2464 -2.0852
H -0.8298 -0.9605 1.3439
H 0.2480 -0.0674 2.4369
H 0.9065 -1.5409 1.4333
H 1.2785 1.9834 -0.7651
H -1.5978 0.8627 -0.7267
H -0.2363 -1.1699 -2.0309